Record 1
Molecular formula: C20H32InN4O
Method: DFT, ωB97M-V/def2-TZVPD

The calculation puts the HOMO energy at -4.44 eV.

```
! RIJCOSX wB97M-V def2-TZVPD def2/J DEFGRID3
* xyz -1 1
C 0.1579 -3.5744 -0.2885
C -1.1247 -3.9619 0.5108
O -2.0862 -2.9349 0.4253
C -2.7499 -2.9094 -0.8650
In -4.2487 -4.6287 -0.9585
C -5.8143 -4.1071 0.6144
H 0.1897 -2.4759 -0.2877
H 1.0328 -4.0274 0.1813
H 0.0402 -3.9069 -1.3214
H -0.8872 -4.0981 1.5734
H -1.4888 -4.9299 0.1494
H -2.0516 -2.8749 -1.7166
H -3.3371 -1.9807 -0.8742
H -3.4510 -6.1918 -0.5146
H -5.0921 -4.7112 -2.5449
H -6.7574 -4.5994 0.3684
H -5.9397 -3.0163 0.6253
H -5.4176 -4.4010 1.5920
N -1.5567 -1.6012 3.1696
C -2.3887 -1.3672 4.2257
C -1.7115 -0.5968 5.1386
C -0.4200 -0.3579 4.6052
C -0.3574 -0.9908 3.3875
H -1.7893 -2.1420 2.3505
H -3.3886 -1.7661 4.2376
H -2.1005 -0.2450 6.0800
H 0.3737 0.2116 5.0629
H 0.4359 -1.0583 2.6611
N 1.3376 2.6559 3.6998
C 2.5078 3.0537 4.2844
C 2.5647 4.4229 4.2246
C 1.3800 4.8656 3.5824
C 0.6424 3.7513 3.2727
H 1.0335 1.7034 3.6003
H 3.1966 2.3322 4.6901
H 3.3666 5.0368 4.6007
H 1.0993 5.8843 3.3715
H -0.3124 3.6444 2.7870
N -0.0373 1.1321 -2.3836
C 1.1384 1.8311 -2.4171
C 1.8080 1.5844 -1.2460
C 1.0062 0.6981 -0.4816
C -0.1246 0.4350 -1.2114
H -0.7300 1.1296 -3.1072
H 1.3933 2.4431 -3.2648
H 2.7661 1.9939 -0.9688
H 1.2320 0.2980 0.4927
H -0.9800 -0.1855 -0.9937
N 3.6923 2.8645 -4.8914
C 2.6776 2.6764 -5.7887
C 3.1479 3.0134 -7.0318
C 4.4993 3.4154 -6.8775
C 4.8070 3.3107 -5.5453
H 3.6292 2.6996 -3.9037
H 1.7140 2.3215 -5.4676
H 2.5845 2.9738 -7.9492
H 5.1702 3.7433 -7.6542
H 5.7183 3.5146 -5.0096
*
```

Atom charges from the Mulliken analysis, given in e for atoms 1 to 5: -1.06, -0.13, -0.44, -0.87, 0.59

***

Record 2
Molecular formula: C20H32N11S
Method: DFT, ωB97M-V/def2-TZVPD

The calculation puts the HOMO energy at -2.56 eV.

```
! RIJCOSX wB97M-V def2-TZVPD def2/J DEFGRID3
* xyz -1 1
N 3.0238 0.8084 -0.9883
C 2.1748 1.5714 -1.9279
C 2.9653 2.5737 -2.7627
C 3.7976 3.5981 -1.9479
N 3.3902 4.9695 -2.2227
N 3.0297 5.5928 -0.9031
C 2.1899 5.2860 -0.1245
S 1.0486 4.9041 0.9433
H 3.7869 1.3921 -0.6664
H 2.4807 0.5907 -0.1595
H 1.3762 2.1134 -1.4057
H 1.7086 0.8429 -2.6028
H 3.5836 2.0620 -3.5096
H 2.2382 3.1815 -3.3122
H 4.8629 3.4482 -2.2157
H 3.7204 3.3641 -0.8781
C -2.1903 6.3957 -1.2515
C -1.9380 4.9616 -1.2443
N -1.7527 3.8274 -1.2358
H -3.2524 6.5599 -1.4099
H -1.8964 6.8249 -0.2950
H -1.6166 6.8722 -2.0444
C 1.2558 -2.7798 -0.7955
C 1.5500 -2.2251 0.5184
N 1.7553 -1.7887 1.5622
H 1.8175 -3.6995 -0.9506
H 0.1882 -2.9865 -0.8293
H 1.5237 -2.0599 -1.5681
C -6.1817 4.6736 -0.7363
C -5.7653 6.0699 -0.7225
N -5.4000 7.1587 -0.6841
H -6.6046 4.4068 0.2304
H -6.9292 4.5158 -1.5116
H -5.3176 4.0398 -0.9353
C -1.8611 -2.6854 2.1279
C -2.0519 -2.9612 0.7098
N -2.1889 -3.1806 -0.4110
H -1.1725 -1.8509 2.2529
H -2.8119 -2.4298 2.5872
H -1.4425 -3.5624 2.6184
C -4.7010 -3.5382 5.5258
C -3.7465 -2.4826 5.2107
N -2.9943 -1.6503 4.9624
H -4.4190 -4.4574 5.0151
H -4.7114 -3.7171 6.5994
H -5.6980 -3.2431 5.2039
C -1.5252 -5.6939 -2.7878
C -0.1012 -5.9988 -2.8072
N 1.0224 -6.2395 -2.8110
H -1.7770 -5.1912 -1.8546
H -1.7736 -5.0323 -3.6157
H -2.1007 -6.6135 -2.8776
C 2.5334 4.2919 4.3568
C 3.1772 5.1087 5.3777
N 3.6873 5.7481 6.1857
H 3.0369 3.3292 4.2865
H 1.4895 4.1296 4.6184
H 2.5752 4.7829 3.3849
C 3.7145 -8.5119 -2.5008
C 4.0334 -9.9276 -2.6354
N 4.2826 -11.0446 -2.7391
H 2.6918 -8.3199 -2.8188
H 3.8206 -8.2051 -1.4619
H 4.3888 -7.9187 -3.1157
*
```

Atom charges from the Mulliken analysis, given in e for atoms 1 to 5: -0.62, -0.31, -0.72, -0.41, -0.83

***

Record 3
Molecular formula: C20H32N2O5S
Method: DFT, ωB97M-V/def2-TZVPD

The calculation puts the HOMO energy at -8.81 eV. As for the energy above the lowest of the compared OMol25 structures with the same formula, charge and spin: 0.0 kcal per mole. The SMILES is CCOCCCNC(=O)[C@H]1CC[C@H](CNS(=O)(=O)c2ccc(OC)cc2)CC1.

```
! RIJCOSX wB97M-V def2-TZVPD def2/J DEFGRID3
* xyz 0 1
C -3.8757 -0.3525 3.2861
C -3.7027 -0.2113 1.7821
O -4.7584 0.5776 1.2816
C -4.6261 0.9651 -0.0656
C -4.9917 -0.1465 -1.0727
C -3.8389 -0.5119 -2.0116
N -2.7279 -1.1241 -1.3180
C -1.5650 -0.4860 -1.0708
O -1.3493 0.6508 -1.4471
C -0.5244 -1.3271 -0.3413
C 0.3132 -0.4254 0.5674
C 1.5216 -1.1570 1.1361
C 2.3752 -1.7152 0.0002
C 3.6942 -2.2897 0.5155
N 4.4837 -1.2147 1.0910
S 5.1489 -0.1106 -0.0004
O 5.2823 -0.7123 -1.2995
O 6.3238 0.4022 0.6436
C 3.8962 1.1550 -0.0647
C 3.5614 1.8275 1.0969
C 2.5035 2.7105 1.0883
C 1.7581 2.9136 -0.0811
O 0.6988 3.7404 0.0301
C -0.2062 3.8330 -1.0539
C 2.1380 2.2631 -1.2566
C 3.2109 1.3892 -1.2400
C 1.5448 -2.7215 -0.7919
C 0.3503 -1.9996 -1.4108
H -4.8308 -0.8215 3.5050
H -3.0741 -0.9595 3.6982
H -3.8592 0.6281 3.7525
H -2.7387 0.2682 1.5495
H -3.7055 -1.2076 1.3115
H -5.3088 1.8105 -0.1759
H -3.6035 1.3186 -0.2556
H -5.8374 0.1709 -1.6824
H -5.3066 -1.0307 -0.5141
H -4.1959 -1.2010 -2.7836
H -3.4502 0.3891 -2.4914
H -2.8694 -2.0523 -0.9525
H -1.0176 -2.0995 0.2588
H 0.6496 0.4310 -0.0172
H -0.3127 -0.0487 1.3800
H 2.1161 -0.4701 1.7387
H 1.1930 -1.9777 1.7793
H 2.6362 -0.8989 -0.6753
H 3.5122 -3.0386 1.2904
H 4.2343 -2.7589 -0.3175
H 5.2242 -1.5363 1.6959
H 4.1331 1.6404 1.9913
H 2.2093 3.2432 1.9785
H -0.6026 2.8498 -1.3220
H 0.2620 4.2984 -1.9261
H -1.0157 4.4694 -0.7009
H 1.5926 2.4154 -2.1734
H 3.5186 0.8670 -2.1331
H 2.1485 -3.1670 -1.5843
H 1.2006 -3.5241 -0.1352
H -0.2562 -2.7010 -1.9895
H 0.7156 -1.2291 -2.0926
*
```

Atom charges from the Mulliken analysis, given in e for atoms 1 to 5: -1.46, 0.61, -0.47, -0.16, -0.72

***

Record 4
Molecular formula: C20H32N2O7S
Method: DFT, ωB97M-V/def2-TZVPD

The calculation puts the HOMO energy at -9.17 eV. As for the energy above the lowest of the compared OMol25 structures with the same formula, charge and spin: 4.3 kcal per mole. The SMILES is Cc1ccc(S(=O)(=O)N[C@H](C)C(=O)N2CCOCCOCCOCCOCC2)cc1.

```
! RIJCOSX wB97M-V def2-TZVPD def2/J DEFGRID3
* xyz 0 1
C -1.9876 -4.4534 0.5737
C -2.3643 -3.0214 0.8003
C -3.5636 -2.5295 0.2908
C -3.9247 -1.2093 0.4826
C -3.0751 -0.3719 1.1790
S -3.5188 1.3464 1.4267
O -4.7878 1.3933 2.0869
O -2.3946 2.0150 2.0195
N -3.7391 2.0266 -0.0781
C -2.5267 2.2568 -0.8407
C -2.8353 3.1222 -2.0604
C -1.9903 0.9009 -1.3057
O -2.7269 0.1718 -1.9567
N -0.7458 0.5222 -0.9496
C 0.1606 1.2885 -0.1181
C 0.8998 2.3891 -0.9042
O 1.8206 3.1045 -0.1194
C 2.9361 2.3597 0.3338
C 2.8500 2.1026 1.8485
O 4.0125 1.4830 2.3628
C 3.9634 0.0911 2.5244
C 4.0896 -0.7276 1.2306
O 2.7988 -1.0508 0.7494
C 2.7876 -1.9560 -0.3285
C 2.9985 -1.2925 -1.7012
O 2.0563 -0.3034 -2.0332
C 0.7854 -0.7430 -2.4651
C -0.2948 -0.7900 -1.3728
C -1.8908 -0.8405 1.7078
C -1.5375 -2.1663 1.5188
H -2.7286 -5.1130 1.0226
H -1.9547 -4.6715 -0.4927
H -1.0169 -4.6775 1.0082
H -4.2157 -3.1897 -0.2612
H -4.8579 -0.8273 0.1005
H -4.4523 1.5491 -0.6105
H -1.8556 2.7769 -0.1606
H -1.9142 3.3981 -2.5677
H -3.4631 2.5646 -2.7520
H -3.3577 4.0218 -1.7486
H 0.9013 0.5855 0.2679
H -0.3706 1.7304 0.7298
H 0.1940 3.1406 -1.2650
H 1.4074 1.9306 -1.7632
H 3.0157 1.4207 -0.2195
H 3.8323 2.9606 0.1399
H 2.7679 3.0712 2.3512
H 1.9600 1.5111 2.0881
H 4.8135 -0.1399 3.1711
H 3.0351 -0.2125 3.0281
H 4.6643 -0.1529 0.4934
H 4.6336 -1.6603 1.4436
H 1.8121 -2.4490 -0.2997
H 3.5656 -2.7218 -0.1940
H 3.0149 -2.0838 -2.4652
H 3.9625 -0.7760 -1.7135
H 0.8687 -1.7378 -2.9213
H 0.4663 -0.0331 -3.2353
H -1.1690 -1.3042 -1.7804
H 0.0635 -1.3315 -0.4956
H -1.2655 -0.1600 2.2630
H -0.6124 -2.5377 1.9364
*
```

Atom charges from the Mulliken analysis, given in e for atoms 1 to 5: -1.71, 1.00, -0.70, -0.50, 0.24

***

Number 1: DFT total energy -34438.3314 eV. Number 2: DFT total energy -48481.4551 eV. Number 3: DFT total energy -45312.4826 eV. Number 4: DFT total energy -49405.8180 eV.